Run A
Molecular formula: C4H4N2O
Method: DFT, ωB97M-V/def2-TZVPD

Geometry (Å):
C (-1.5510, -0.1179, 0.1096)
C (0.4003, -1.3506, -0.0553)
C (1.2188, -0.2246, -0.1470)
C (0.6330, 1.0027, -0.0503)
H (1.0570, -2.3369, -0.2966)
H (2.3345, -0.4093, 0.0371)
H (1.4237, 1.9130, 0.2919)
H (-1.0519, 2.0093, 0.0777)
N (-0.9030, -1.4461, 0.1873)
N (-0.7411, 1.0768, 0.0217)
O (-2.8205, -0.1164, -0.1759)

Summary:
- gap between HOMO and LUMO (eV) = 9.09
- LUMO energy (eV) = -0.2
- HOMO (eV) = -9.27
- structure (SMILES) = O=c1nccc[nH]1

Mulliken atomic charge list, values in e, 2 entries: C 0.28; C 0.21

Run B
Molecular formula: C4H4N2O
Method: DFT, ωB97M-V/def2-TZVPD

Geometry (Å):
O (-1.0158, 1.8545, -1.7813)
C (0.1236, 1.6021, -1.7464)
C (0.4061, 0.1773, -0.3082)
C (1.1820, -0.8272, 0.2232)
N (0.5140, -1.5082, 1.2125)
C (-0.6609, -0.9280, 1.2800)
N (-0.7732, 0.0951, 0.3937)
H (1.0902, 1.1960, -1.3823)
H (2.1935, -1.1029, -0.0499)
H (-1.4636, -1.2107, 1.9498)
H (-1.5959, 0.6521, 0.2088)

Summary:
- gap between HOMO and LUMO (eV) = 8.82
- LUMO energy (eV) = 0.0
- HOMO (eV) = -8.79

Mulliken atomic charge list, values in e, 2 entries: O -0.33; C 0.11

Run C
Molecular formula: C4H4N2O
Method: DFT, ωB97M-V/def2-TZVPD

Geometry (Å):
O (-2.6844, -0.9276, 0.0415)
C (-2.3195, 0.2208, -0.0216)
C (-1.0190, 0.7927, 0.3872)
C (0.2014, 0.6832, -0.0318)
N (1.3775, 0.7704, -0.3653)
C (2.0343, -0.4400, -0.0988)
N (1.3313, -1.4654, 0.1606)
H (-2.9765, 1.0250, -0.3940)
H (-0.8347, 1.9009, 0.2657)
H (3.1101, -0.3892, -0.2287)
H (1.9043, -2.2923, 0.2835)

Summary:
- gap between HOMO and LUMO (eV) = 9.54
- LUMO energy (eV) = 0.2
- HOMO (eV) = -9.36
- structure (SMILES) = [H]/N=C/N=C=CC=O

Mulliken atomic charge list, values in e, 2 entries: O -0.45; C 0.19

Run D
Molecular formula: C4H4N2O
Method: DFT, ωB97M-V/def2-TZVPD

Geometry (Å):
O (-1.3292, -1.3659, -1.9181)
C (-0.7017, -0.6313, -1.1840)
C (0.5042, -1.0772, -0.4671)
C (0.8380, -0.4538, 0.6745)
N (0.2121, 0.7330, 1.0055)
C (-0.6499, 1.2921, 0.1011)
N (-1.1116, 0.6999, -0.9380)
H (1.0174, -1.9667, -0.8110)
H (1.5528, -0.8382, 1.3937)
H (0.5812, 1.3011, 1.7518)
H (-0.9341, 2.3237, 0.3078)

Summary:
- gap between HOMO and LUMO (eV) = 9.73
- LUMO energy (eV) = 0.4
- HOMO (eV) = -9.36
- structure (SMILES) = O=c1cc[nH]cn1

Mulliken atomic charge list, values in e, 2 entries: O -0.57; C 0.43

Which structure loses on stability? run B does.

Run A
Molecular formula: C4H4N2O
Method: DFT, ωB97M-V/def2-TZVPD

Geometry (Å):
O (2.3869, -1.2231, 0.2076)
C (1.2888, -0.7554, -0.0005)
C (1.0579, 0.6870, -0.2056)
C (-0.1937, 1.1532, -0.1906)
N (-1.2756, 0.3106, 0.0152)
C (-1.0170, -1.0570, 0.0185)
N (0.1408, -1.5954, -0.0536)
H (1.9030, 1.3617, -0.2644)
H (-0.4837, 2.1943, -0.2626)
H (-1.9170, 0.6413, 0.7179)
H (-1.8904, -1.7173, 0.0181)

Summary:
- gap between HOMO and LUMO (eV) = 9.99
- LUMO energy (eV) = 0.5
- HOMO (eV) = -9.54
- structure (SMILES) = O=c1cc[nH]cn1

Mulliken atomic charge list, values in e, 2 entries: O -0.56; C 0.50

Run B
Molecular formula: C4H4N2O
Method: DFT, ωB97M-V/def2-TZVPD

Geometry (Å):
C (0.9565, 0.5787, -1.3181)
C (-0.1378, 0.1552, -0.5188)
C (-1.2017, -0.5204, 1.5971)
C (0.1486, -0.8288, 0.7088)
H (0.4456, 1.1768, -2.1735)
H (1.6881, 1.1035, -0.7357)
H (1.4465, -0.4182, -1.7382)
H (-1.5123, -1.0663, 2.3995)
N (-1.1510, 0.8387, -0.2247)
N (-1.8738, 0.2943, 0.9111)
O (1.1912, -1.3135, 1.0924)

Summary:
- gap between HOMO and LUMO (eV) = 8.54
- LUMO energy (eV) = -1.1
- HOMO (eV) = -9.66
- structure (SMILES) = CC1=NN=CC1=O

Mulliken atomic charge list, values in e, 2 entries: C -0.90; C 0.42

Run C
Molecular formula: C4H4N2O
Method: DFT, ωB97M-V/def2-TZVPD

Geometry (Å):
O (-2.1467, -1.7713, -0.1336)
C (-2.1190, -0.5891, -0.0064)
C (-0.4648, 0.2507, 0.0204)
C (0.2988, 1.4229, -0.1351)
N (1.6435, 1.1343, -0.1349)
C (1.7101, -0.1693, 0.0245)
N (0.4838, -0.7185, 0.1339)
H (-2.2554, 0.4374, 0.1939)
H (-0.0084, 2.4584, -0.2514)
H (2.6126, -0.7620, 0.0583)
H (0.2456, -1.6934, 0.2304)

Summary:
- gap between HOMO and LUMO (eV) = 8.84
- LUMO energy (eV) = 0.0
- HOMO (eV) = -8.85
- structure (SMILES) = O=Cc1cnc[nH]1

Mulliken atomic charge list, values in e, 2 entries: O -0.43; C 0.17

Which structure loses on stability? run C does.

Run A
Molecular formula: C3H4Cl2S
Method: DFT, ωB97M-V/def2-TZVPD

Geometry (Å):
C (2.1127, -0.0938, 0.2033)
C (1.5433, -0.2223, 1.3887)
C (-1.7181, 0.1903, -0.6720)
S (2.8399, 0.0615, -1.2277)
Cl (-1.8160, 1.5181, -1.7971)
Cl (-2.8539, -1.1135, -1.1188)
H (-2.1070, 0.3197, 0.3482)
H (1.8000, 0.5664, 2.1221)
H (0.8474, -1.1471, 1.3859)
H (-0.6484, -0.0793, -0.6326)

Summary:
- gap between HOMO and LUMO (eV) = 8.59
- LUMO energy (eV) = -0.4
- HOMO (eV) = -9.02
- structure (SMILES) = C=C=S.ClCCl

Mulliken atomic charge list, values in e, 2 entries: C 0.10; C -0.40

Run B
Molecular formula: C3H4Cl2S
Method: DFT, ωB97M-V/def2-TZVPD

Geometry (Å):
C (-1.8071, -0.9265, -0.1628)
C (-1.4065, 0.1177, 0.4580)
C (1.3832, 0.1428, -0.0145)
S (1.9284, 1.4470, -1.0757)
Cl (1.3734, -1.3924, -0.7974)
Cl (2.1111, 0.0890, 1.5760)
H (-2.8469, -1.2342, -0.2350)
H (-1.1048, -1.5938, -0.6549)
H (-1.6292, 0.9987, 1.0028)
H (1.9985, 2.3517, -0.0966)

Summary:
- gap between HOMO and LUMO (alpha / beta) (eV) = 7.87 / 8.46
- LUMO energy (alpha / beta) (eV) = -0.5 / 0.3
- HOMO (alpha / beta) (eV) = -8.37 / -8.17

Mulliken atomic charge list, values in e, 2 entries: C -0.35; C -0.24

Which structure loses on stability? run B does.

Run A
Molecular formula: C3H3BrCl2
Method: DFT, ωB97M-V/def2-TZVPD

Geometry (Å):
C (-1.2132, 0.9417, -0.6324)
C (-0.7187, 0.4878, 0.4917)
C (-1.6620, -0.3624, -0.2385)
Cl (2.8328, -2.3490, 0.6025)
Cl (-1.0513, -1.8727, -1.0732)
Br (-3.4148, -0.6753, 0.3500)
H (-1.3409, 1.7635, -1.2946)
H (3.8253, -1.7737, -0.0467)
H (-0.1005, 0.7369, 1.2282)

Summary:
- gap between HOMO and LUMO (eV) = 10.79
- LUMO energy (eV) = 0.7
- HOMO (eV) = -10.07
- structure (SMILES) = ClC1(Br)C=C1.Cl

Mulliken atomic charge list, values in e, 2 entries: C -0.34; C -0.50

Run B
Molecular formula: C3H3BrCl2
Method: DFT, ωB97M-V/def2-TZVPD

Geometry (Å):
C (-0.1465, -0.0826, -0.5569)
C (0.4128, -0.5668, 0.7435)
C (-1.5966, -0.4943, -0.5525)
Cl (0.5363, -2.2753, 0.9209)
Cl (-1.8498, -2.1617, -0.7370)
Br (-2.9028, 0.3793, 0.4594)
H (-0.2310, 1.0473, -0.6814)
H (0.5487, -0.4983, -1.3290)
H (-0.1776, -0.1863, 1.6019)

Summary:
- gap between HOMO and LUMO (alpha / beta) (eV) = 8.28 / 7.84
- LUMO energy (alpha / beta) (eV) = -0.4 / -0.5
- HOMO (alpha / beta) (eV) = -8.73 / -8.30

Mulliken atomic charge list, values in e, 2 entries: C -0.41; C -0.22

Run C
Molecular formula: C3H3BrCl2
Method: DFT, ωB97M-V/def2-TZVPD

Geometry (Å):
C (0.5660, 0.5528, -0.5160)
C (0.6890, -0.1655, 0.7928)
C (-0.8189, -0.0733, -0.4760)
Cl (1.1615, -1.7462, 0.9635)
Cl (-1.4680, -1.5417, -1.0117)
Br (-2.2706, 1.0203, 0.3068)
H (0.7086, 1.6851, -0.5837)
H (1.2557, 0.1159, -1.1908)
H (0.1766, 0.1526, 1.7152)

Summary:
- gap between HOMO and LUMO (eV) = 8.83
- LUMO energy (eV) = 0.6
- HOMO (eV) = -8.27

Mulliken atomic charge list, values in e, 2 entries: C -0.20; C -0.30

Which structure loses on stability? run B does.

Run A
Molecular formula: C14H19N3O4
Method: DFT, ωB97M-V/def2-TZVPD

Geometry (Å):
C (-1.5653, -1.4412, 1.4645)
C (-1.1407, 0.0306, 1.3774)
C (-1.1247, -2.3902, 0.3852)
C (-1.9147, -2.3558, -0.9275)
C (-2.0690, -1.0049, -1.4937)
C (0.3552, 1.6401, 0.4022)
C (-0.7282, 2.5724, -0.1672)
C (1.5945, 1.6932, -0.5834)
C (2.5737, 0.5901, -0.3714)
C (3.3312, 0.5613, 0.8426)
C (2.6652, -0.4860, -1.2037)
C (4.1735, -0.4949, 1.0610)
C (3.4415, -1.5667, -0.8982)
C (4.2898, -1.5900, 0.1892)
H (-3.2933, -2.3184, 2.0586)
H (-3.2243, -0.6806, 2.2534)
H (-1.1970, -1.7770, 2.4011)
H (-0.0329, -2.2477, 0.1832)
H (-1.1630, -3.4121, 0.8422)
H (-2.9311, -2.7512, -0.7104)
H (-1.4751, -2.9931, -1.6687)
H (-3.7143, -0.5351, -0.3274)
H (-3.1107, 0.6622, -1.3094)
H (0.3588, -0.4237, -0.0188)
H (0.7322, 1.9091, 1.3729)
H (1.2596, 1.6068, -1.6552)
H (2.0389, 2.7030, -0.4433)
H (3.3404, 1.3715, 1.5398)
H (2.0394, -0.5891, -2.0647)
H (4.8154, -0.3772, 1.9241)
H (3.5553, -2.3762, -1.6173)
H (4.9909, -2.3955, 0.3907)
H (-1.0646, 1.1949, -1.5276)
N (-2.9922, -1.4266, 1.5778)
N (-3.2091, -0.3195, -1.1975)
N (-0.0266, 0.2706, 0.6129)
O (-1.7158, 0.8906, 1.9978)
O (-1.1577, -0.4895, -2.1237)
O (-0.9468, 3.6888, 0.2240)
O (-1.3822, 2.0612, -1.2278)

Summary:
- gap between HOMO and LUMO (eV) = 9.93
- LUMO energy (eV) = 0.4
- HOMO (eV) = -9.48
- structure (SMILES) = NC(=O)CC[C@H](N)C(=O)N[C@@H](Cc1ccccc1)C(=O)O

Mulliken atomic charge list, values in e, 2 entries: C -0.16; C 0.37

Run B
Molecular formula: C14H19N3O4
Method: DFT, ωB97M-V/def2-TZVPD

Geometry (Å):
C (0.2100, -0.7676, 1.7132)
C (-1.3000, -0.7876, 1.3122)
C (0.6425, -2.3194, 1.7794)
C (0.8013, -2.9664, 0.4058)
C (2.0007, -2.5900, -0.2884)
C (-0.3613, -3.3006, -0.1937)
C (2.0207, -3.1267, -1.5468)
C (-0.4279, -3.5708, -1.6596)
C (0.8557, -3.6909, -2.2526)
C (-1.0152, 1.1477, -0.2299)
C (0.1755, 0.5326, -1.3121)
C (-0.4666, 2.2666, 0.6060)
C (-0.7995, 3.6610, 0.1959)
C (-0.3830, 4.1873, -1.1971)
H (1.0013, 0.3034, 3.2762)
H (-0.4727, -0.5824, 3.7440)
H (0.7000, -0.2950, 0.8505)
H (1.6617, -2.3702, 2.3671)
H (-0.0647, -2.9511, 2.3587)
H (2.6581, -1.8993, 0.2317)
H (-1.2461, -3.5256, 0.4164)
H (2.7840, -2.8351, -2.2815)
H (-1.3830, -3.5501, -2.1553)
H (0.8128, -3.7756, -3.3880)
H (-2.6224, 0.5061, 0.4371)
H (-1.6357, 1.6164, -0.9517)
H (0.6162, 2.2945, 0.3959)
H (-0.6670, 2.0429, 1.6487)
H (-1.8930, 3.9556, 0.2648)
H (-0.3515, 4.2436, 1.0485)
H (0.4492, 5.9074, -0.2826)
H (0.5977, 5.6668, -1.9615)
H (0.1754, -1.3315, -1.9394)
N (0.1640, -0.1630, 3.0256)
N (-1.7236, 0.0736, 0.3153)
N (0.3543, 5.3647, -1.0369)
O (-2.0458, -1.5689, 1.8960)
O (0.7932, 1.1937, -2.1550)
O (-0.7080, 3.7543, -2.3114)
O (0.0928, -0.7503, -1.1455)

Summary:
- gap between HOMO and LUMO (eV) = 9.37
- LUMO energy (eV) = 0.6
- HOMO (eV) = -8.77
- structure (SMILES) = NC(=O)CC[C@H](NC(=O)[C@@H](N)Cc1ccccc1)C(=O)O

Mulliken atomic charge list, values in e, 2 entries: C 0.87; C -0.10

Which structure loses on stability? run B does.